Entry 1:
116
Properties=species:S:1:pos:R:3:forces:R:3:lowdin_charge:R:1 method="wB97M-V/def2-TZVPD" homo_ev=-4.87 spin_multiplicity=1 fmax_ev_per_a=0.88 e_tot_ev=-143066.90315 gap_ha=0.2635 charge=-1 e_above_lowest_kcal_mol=12.7
Y -0.405495 -0.812347 0.003177 -0.011 -0.701 -0.533 0.98
C -1.137607 1.076760 -4.269489 -0.088 -0.110 0.026 -0.03
C -0.451605 0.760967 -2.964847 0.057 0.136 0.064 -0.23
N -1.167833 0.435254 -1.927220 0.038 0.264 -0.431 -0.05
N -2.534493 0.664826 -2.183366 0.307 -0.017 0.053 -0.08
C -3.377275 0.185993 -1.341034 -0.370 -0.012 -0.001 -1.09
S -3.207701 -0.826226 0.020704 0.246 0.066 0.115 0.58
S -5.067453 0.722667 -1.665081 0.048 -0.003 0.142 0.87
C -4.798210 2.509497 -1.736798 -0.118 0.099 0.063 -0.43
C -4.664953 3.166570 -3.085893 0.013 -0.045 -0.069 -0.27
C -4.460387 2.457080 -4.259813 0.018 0.011 0.026 -0.08
C -4.320741 3.123035 -5.468952 0.008 -0.053 -0.064 -0.09
C -4.383675 4.505847 -5.522431 -0.001 0.036 -0.063 -0.11
C -4.591977 5.223419 -4.352881 0.013 0.050 -0.021 -0.10
C -4.732370 4.556400 -3.148042 0.041 0.018 0.022 -0.06
C 1.019879 0.906845 -2.947890 0.129 -0.105 0.046 -0.09
C 1.611188 1.732197 -3.918303 -0.019 -0.021 0.012 -0.05
C 2.974035 1.913004 -4.010150 0.019 0.049 -0.055 -0.11
C 3.809269 1.228301 -3.132569 0.060 0.012 0.001 -0.09
C 3.271657 0.429621 -2.152267 -0.100 0.056 0.022 -0.03
C 1.878242 0.291450 -2.003511 -0.076 0.058 -0.134 -0.35
O 1.414867 -0.423461 -1.014116 -0.116 0.020 0.122 -0.32
H -1.970991 0.391225 -4.408506 0.021 0.040 0.005 0.08
H -0.451193 0.984835 -5.103812 0.013 -0.011 -0.030 0.07
H -1.563714 2.081201 -4.251652 -0.035 0.040 -0.002 0.09
H -3.914007 2.730366 -1.136904 0.012 -0.050 0.025 0.06
H -5.645213 2.958710 -1.212081 0.005 -0.038 -0.001 0.08
H -4.398915 1.379546 -4.212848 0.006 -0.064 0.007 0.08
H -4.156968 2.551164 -6.374086 0.003 0.008 -0.020 0.10
H -4.272295 5.021208 -6.467998 -0.001 0.012 -0.005 0.09
H -4.643822 6.304548 -4.378267 0.001 0.020 -0.009 0.10
H -4.883233 5.120568 -2.235013 -0.021 0.015 0.041 0.11
H 0.981045 2.269812 -4.610936 -0.020 0.013 -0.016 0.10
H 3.382631 2.572578 -4.763104 0.013 0.010 -0.020 0.09
H 4.884826 1.327319 -3.210242 0.027 0.013 -0.013 0.10
H 3.903392 -0.098439 -1.452662 0.016 -0.021 0.037 0.09
Cl -4.734167 -6.832283 -0.211753 -0.046 -0.057 0.021 0.63
C -3.576769 -5.572774 -0.539401 -0.012 -0.011 0.077 -0.68
C -2.900047 -4.978411 0.512228 -0.047 -0.030 -0.181 -0.13
C -1.994062 -3.986401 0.210662 0.053 0.063 0.048 -0.57
Cl -1.144333 -3.200397 1.535758 -0.087 -0.112 0.032 0.66
C -1.701173 -3.524421 -1.090900 -0.226 -0.205 0.190 -0.58
O -0.839536 -2.596435 -1.323487 0.215 0.068 0.043 -0.34
C -2.440248 -4.173469 -2.101296 0.084 0.002 -0.040 -0.59
Cl -2.159724 -3.679120 -3.737672 0.020 0.034 -0.059 0.69
C -3.356932 -5.173266 -1.845615 0.034 0.021 0.060 -0.14
H -3.086740 -5.271108 1.534030 -0.003 -0.009 0.037 0.11
H -3.897981 -5.631629 -2.660096 -0.005 -0.011 -0.017 0.10
C 2.857668 -0.780482 4.446594 0.044 -0.003 -0.042 -0.32
Sb 2.321008 -1.431565 2.476786 -0.202 -0.018 -0.092 1.30
C 3.668616 -0.138006 1.445323 0.064 0.000 0.030 -0.31
C 3.622166 -3.206404 2.578587 0.043 -0.019 0.160 -0.33
C 4.804731 -3.154896 1.670093 0.086 0.085 -0.017 -0.30
C 5.904293 -2.388870 2.059387 -0.005 0.002 -0.050 -0.08
C 6.996800 -2.201331 1.230927 0.005 0.034 0.074 -0.10
C 7.008505 -2.795743 -0.021148 0.087 0.031 -0.014 -0.10
C 5.944953 -3.591858 -0.404760 0.073 -0.007 -0.064 -0.06
C 4.844600 -3.801317 0.423113 0.000 0.073 0.086 -0.30
C 3.749237 -4.693690 -0.033529 -0.105 -0.132 -0.121 -0.34
Sb 1.949921 -3.637269 -0.662154 -0.107 0.060 0.175 1.37
C 2.597686 -3.202791 -2.648358 0.036 -0.073 -0.056 -0.30
C 0.950951 -5.470765 -1.166053 0.055 -0.045 -0.073 -0.30
H 3.936902 -0.879187 4.556565 0.062 0.022 0.032 0.00
H 2.361964 -1.382180 5.205141 -0.051 -0.059 0.025 0.00
H 2.570109 0.258938 4.577715 -0.013 0.053 -0.001 -0.03
H 4.423902 0.237291 2.133446 0.023 0.026 0.024 0.01
H 3.105312 0.687339 1.020624 -0.045 0.046 -0.024 -0.01
H 4.156190 -0.685124 0.642704 0.009 -0.058 -0.030 -0.01
H 3.011417 -4.096431 2.442901 -0.049 0.022 -0.057 0.04
H 3.963595 -3.191574 3.615376 -0.046 -0.045 0.018 0.05
H 5.881315 -1.910590 3.032155 0.009 0.022 0.029 0.11
H 7.826423 -1.588944 1.559352 0.021 0.007 -0.001 0.10
H 7.847893 -2.653846 -0.688945 0.025 0.007 -0.019 0.09
H 5.966458 -4.082867 -1.370535 -0.010 -0.015 -0.032 0.11
H 3.424265 -5.358694 0.767127 -0.050 -0.069 0.019 0.06
H 4.074996 -5.312583 -0.869899 0.025 -0.025 -0.022 0.06
H 2.779930 -4.132853 -3.188422 0.011 0.013 -0.007 0.01
H 3.507809 -2.605651 -2.628987 0.028 0.034 0.025 0.00
H 1.817822 -2.633842 -3.151537 -0.040 0.013 0.004 0.00
H 1.701801 -6.196465 -1.481421 -0.013 -0.026 -0.014 0.00
H 0.257677 -5.294075 -1.986005 -0.026 0.036 -0.036 0.00
H 0.392250 -5.872813 -0.323440 -0.009 0.010 0.064 0.00
C 2.308700 2.916892 5.116375 0.091 0.028 -0.005 -0.12
C 2.542887 2.998790 3.748905 0.062 0.042 0.077 -0.10
C 1.624135 2.469879 2.858806 0.052 -0.050 -0.094 -0.14
C 0.452772 1.838438 3.287770 -0.074 0.097 -0.114 -0.33
C 0.250608 1.757566 4.663889 -0.151 -0.023 0.055 -0.11
C 1.158086 2.292598 5.568245 0.021 -0.021 0.105 -0.11
Si -0.821533 1.320347 1.944348 -0.104 0.449 0.438 0.65
C -2.357394 0.863895 2.985553 0.061 -0.003 -0.046 -0.34
C -2.328824 -0.308185 3.744558 0.138 -0.086 -0.013 -0.16
C -3.436039 -0.759382 4.443477 -0.057 -0.049 0.056 -0.10
C -4.622288 -0.041750 4.393232 -0.047 -0.031 0.030 -0.11
C -4.678774 1.122892 3.644172 -0.078 0.007 0.037 -0.09
C -3.561651 1.565855 2.953258 0.058 0.060 -0.048 -0.10
C -1.240948 3.066465 1.258512 -0.011 -0.079 0.102 -0.29
C -1.418353 3.313145 -0.100032 0.000 -0.101 -0.126 -0.11
C -1.744129 4.575208 -0.584311 -0.036 -0.002 -0.035 -0.10
C -1.902237 5.631566 0.295854 -0.015 0.059 -0.031 -0.11
C -1.728903 5.415370 1.657356 -0.013 0.083 -0.012 -0.10
C -1.400984 4.153950 2.123320 0.000 -0.007 0.066 -0.11
H 3.017257 3.338074 5.818869 0.010 0.000 0.009 0.09
H 3.435992 3.486387 3.377798 0.025 0.015 -0.003 0.10
H 1.808877 2.574782 1.794026 0.009 -0.004 -0.052 0.10
H -0.652834 1.296089 5.044187 -0.026 -0.024 0.003 0.09
H 0.958834 2.222346 6.631328 0.013 0.009 0.011 0.10
H -1.413583 -0.897432 3.783618 -0.002 0.015 -0.007 0.08
H -3.378603 -1.677212 5.016537 -0.002 -0.013 0.011 0.10
H -5.497752 -0.393919 4.924584 -0.009 -0.005 0.007 0.09
H -5.602756 1.685296 3.587632 -0.024 0.008 -0.001 0.10
H -3.637944 2.471050 2.363712 0.016 0.040 -0.038 0.09
H -1.307402 2.502287 -0.808775 0.034 -0.003 0.008 0.06
H -1.879857 4.722728 -1.649326 -0.002 0.016 -0.030 0.10
H -2.155211 6.617811 -0.073869 -0.007 0.020 0.000 0.09
H -1.849323 6.234678 2.355276 -0.001 0.029 0.024 0.09
H -1.267156 4.009953 3.188839 0.016 -0.026 0.075 0.10

---

Entry 2:
19
Properties=species:S:1:pos:R:3:forces:R:3:lowdin_charge:R:1 method="wB97M-V/def2-TZVPD" homo_ev=-9.30 spin_multiplicity=1 fmax_ev_per_a=2.03 e_tot_ev=-11957.48268 gap_ha=0.3677 e_above_lowest_kcal_mol=60.6
C -1.064574 0.003837 0.141126 0.794 0.003 -0.358 -0.77
C 0.466210 -0.000582 0.001199 0.166 -0.388 1.989 -0.25
C 1.128070 -1.144847 -0.701608 0.219 -0.028 0.642 -0.02
C 1.132123 1.337392 -0.147258 -0.086 -0.188 0.236 -0.03
N -1.351203 0.490781 -1.213938 -0.678 0.054 -0.050 0.13
O -1.487974 -1.362685 0.247425 0.012 0.212 -0.304 0.00
O -1.445899 0.734284 1.189235 0.633 -0.055 0.622 -0.10
O 0.700129 -0.193515 1.872737 -0.553 0.555 -1.365 -0.06
H -2.364383 -1.310614 0.649335 0.090 0.054 0.097 0.11
H -0.376246 0.381890 1.975417 -0.237 -0.266 -1.485 0.16
H 0.473677 -1.117044 2.041449 -0.024 -0.091 -0.024 0.08
H -1.534050 1.485980 -1.213257 -0.170 -0.061 0.084 0.09
H -2.105946 -0.020577 -1.655035 0.000 0.112 0.131 0.09
H 1.017430 -1.002711 -1.776586 -0.076 0.072 0.052 0.10
H 2.189791 -1.148009 -0.456584 0.057 -0.009 -0.110 0.09
H 0.690984 -2.097984 -0.418729 -0.082 -0.007 -0.056 0.09
H 1.302515 1.555847 -1.200428 -0.102 -0.029 -0.025 0.10
H 0.528932 2.114807 0.316692 0.020 0.038 -0.052 0.09
H 2.100413 1.293749 0.348809 0.019 0.023 -0.023 0.10

---

Entry 3:
112
Properties=species:S:1:pos:R:3:forces:R:3:lowdin_charge:R:1 method="wB97M-V/def2-TZVPD" homo_ev=-2.26 spin_multiplicity=1 fmax_ev_per_a=5.59 e_tot_ev=-288100.07922 gap_ha=0.1392 charge=-1
C -6.567873 -2.868552 2.214889 1.078 -0.731 -0.096 -0.15
C -6.713669 -4.511355 2.157307 0.423 0.823 -0.043 -0.28
C -5.258697 -5.110632 1.607800 -2.027 0.181 0.880 -0.25
O -4.263755 -4.775459 2.649399 -1.205 -1.276 -2.669 -0.25
C -2.892219 -4.840936 2.121163 2.500 2.822 0.104 -0.37
N -2.098746 -3.738803 2.852996 -0.881 -1.025 -2.540 -0.19
C -2.190246 -2.556976 1.912965 -1.013 -0.511 1.244 -0.38
C -1.874038 -1.093908 2.657211 -0.462 0.341 -1.087 -0.18
C -2.607165 0.038893 1.669113 -0.602 1.406 -0.764 -0.14
C -4.178548 0.397714 2.081519 1.244 2.446 -4.303 -0.03
C -4.977650 1.467158 1.122625 3.791 -4.097 -0.348 -0.22
C -4.169149 2.103574 -0.164335 2.401 -3.998 -0.669 -0.32
C -2.604986 1.746164 -0.563376 -2.405 -2.301 3.542 -0.07
C -1.801588 0.674394 0.390110 -4.267 0.660 1.545 -0.05
H -7.588667 -2.295561 2.300434 2.019 -1.127 -0.240 0.06
H -5.862950 -2.630007 3.134769 -1.541 -0.341 -1.892 0.08
H -5.939436 -2.567741 1.247640 -1.610 -0.263 2.049 0.08
H -7.606119 -4.834403 1.450784 1.872 0.585 1.276 0.11
H -6.955660 -4.933020 3.222207 0.579 1.274 -2.377 0.01
H -5.421425 -6.268219 1.459181 0.653 2.044 0.179 0.10
H -5.066702 -4.588740 0.572771 0.022 -1.001 1.961 0.12
H -2.925308 -4.530855 0.977720 -0.193 -0.977 1.769 0.09
H -2.382434 -5.892344 2.187718 -1.236 1.597 0.303 0.10
H -1.502834 -2.739633 0.968814 -1.170 0.961 1.355 0.10
H -3.335820 -2.477744 1.587099 2.150 0.273 0.079 0.09
H -2.322493 -1.064914 3.762763 0.725 -0.162 -2.608 0.11
H -0.729612 -0.865269 2.750323 -2.072 -0.441 -0.345 0.09
H -4.683860 -0.130446 3.005450 1.188 1.240 -2.135 0.09
H -6.102121 1.750805 1.371043 2.720 -0.676 -0.804 0.09
H -4.752239 2.861913 -0.839543 1.271 -1.772 1.233 0.06
H -2.050763 2.180188 -1.498520 -1.447 -0.706 2.031 0.08
H -0.683440 0.313420 0.221837 -2.716 1.005 0.308 0.06
Cl 1.783162 1.545051 1.913940 -0.145 0.193 -0.134 0.51
C 1.120646 2.851756 2.927886 -0.190 0.194 0.161 -0.66
C -0.248738 3.309861 2.452185 -0.013 -0.182 0.249 -0.65
Cl -0.168383 4.158695 0.887703 0.013 -0.006 -0.010 0.54
H 1.841492 3.675055 2.933846 -0.148 -0.153 -0.090 0.07
H 1.047822 2.456582 3.945238 -0.077 0.042 -0.199 0.04
H -0.676383 4.013592 3.172089 0.169 -0.034 -0.060 0.06
H -0.940853 2.468597 2.346408 0.163 0.076 -0.137 0.05
Cl 2.106599 -0.729979 -0.276920 0.143 -0.098 -0.143 0.53
C 3.561706 -1.724810 -0.536657 0.117 -0.141 -0.028 -0.64
C 4.682213 -1.366111 0.426236 -0.145 -0.341 0.018 -0.67
Cl 5.362052 0.247474 0.096488 0.016 0.103 -0.004 0.54
H 3.872451 -1.605548 -1.579100 -0.021 0.088 0.241 0.07
H 3.263155 -2.766588 -0.388198 0.079 0.160 0.092 0.08
H 5.503134 -2.081790 0.324876 -0.145 0.080 -0.042 0.07
H 4.341268 -1.384414 1.466121 -0.060 0.070 -0.310 0.02
Cl -3.678163 6.945443 2.296237 0.011 0.017 -0.041 0.52
C -4.828666 5.829444 3.074297 -0.197 -0.216 0.471 -0.67
C -4.374155 4.381416 2.984887 -0.095 0.813 0.145 -0.57
Cl -4.436754 3.758253 1.316857 0.511 3.936 2.593 0.74
H -5.808555 5.973792 2.609047 0.266 -0.080 -0.008 0.06
H -4.902582 6.131865 4.122893 0.054 0.014 -0.113 0.06
H -5.033302 3.746951 3.584354 0.010 0.072 -0.090 0.08
H -3.351948 4.256256 3.355519 -0.184 0.085 -0.150 0.06
Cl 6.549711 3.884370 -0.883609 0.043 -0.042 0.099 0.52
C 5.674602 3.761924 -2.430762 -0.242 0.022 -0.373 -0.67
C 4.231988 4.227109 -2.313146 0.037 0.070 -0.117 -0.68
Cl 3.246239 3.119546 -1.325127 0.046 0.037 0.050 0.53
H 5.736957 2.724907 -2.774536 -0.092 0.191 0.179 0.07
H 6.210620 4.390376 -3.147843 -0.125 -0.031 0.122 0.07
H 3.770522 4.262323 -3.304200 0.194 -0.115 0.264 -0.01
H 4.165468 5.226172 -1.871118 0.091 -0.239 0.002 0.07
Cl 3.553671 1.409690 4.689434 0.247 -0.029 0.348 0.55
C 4.906840 1.712971 3.570754 0.243 -0.042 -0.200 -0.67
C 6.258701 1.553287 4.247760 -0.116 -0.268 -0.265 -0.68
Cl 6.568017 2.836976 5.444022 0.024 0.076 0.117 0.53
H 4.781990 2.716021 3.151494 0.029 -0.198 0.138 0.08
H 4.811462 0.989763 2.755680 0.044 0.123 0.161 0.01
H 7.057381 1.616000 3.503074 -0.194 0.034 0.042 0.08
H 6.343028 0.587989 4.756709 -0.119 0.285 -0.086 0.03
Cl -7.191007 -7.091086 3.679260 -0.208 -1.033 0.412 0.59
C -5.946779 -6.736630 4.904311 0.289 0.109 0.264 -0.62
C -4.917464 -7.849866 5.016473 0.165 0.488 -0.219 -0.65
Cl -5.607674 -9.336673 5.714750 -0.076 -0.188 0.058 0.51
H -6.451677 -6.556882 5.858376 0.042 -0.204 -0.195 0.07
H -5.457555 -5.807337 4.598454 0.123 -0.163 -0.148 0.06
H -4.103364 -7.538566 5.677316 -0.198 0.026 -0.103 0.08
H -4.487461 -8.100862 4.041773 -0.201 0.082 0.200 0.07
Cl 2.961469 1.693461 -6.218509 0.425 0.278 0.338 0.53
C 2.100160 3.151615 -6.772064 0.046 0.525 -0.084 -0.70
C 3.053366 4.280176 -7.131385 -0.166 -0.236 -0.331 -0.67
Cl 3.877242 4.946831 -5.699122 0.096 0.102 -0.081 0.59
H 1.399601 3.450502 -5.986342 0.206 -0.097 -0.116 0.05
H 1.519551 2.860877 -7.652313 0.285 0.315 0.227 -0.02
H 2.498505 5.104217 -7.589057 0.007 -0.159 0.128 0.07
H 3.819265 3.950461 -7.840347 -0.148 0.013 0.240 0.03
Cl 4.921403 1.848305 -9.573126 -0.017 0.047 -0.015 0.55
C 3.332928 1.223330 -10.083663 -0.254 -0.071 -0.095 -0.66
C 2.691895 2.090414 -11.155392 0.110 -0.369 -0.134 -0.64
Cl 2.197247 3.682275 -10.526202 0.014 0.048 0.003 0.57
H 2.698102 1.144676 -9.195811 0.261 0.087 -0.190 -0.02
H 3.500022 0.214606 -10.472287 -0.039 0.188 -0.010 0.08
H 1.787777 1.605504 -11.534614 0.119 0.038 0.158 0.07
H 3.369292 2.254861 -11.999212 -0.085 0.033 0.266 0.07
Cl -1.315822 2.160277 -5.404644 0.029 0.011 -0.063 0.56
C -1.639656 0.632098 -6.261552 -0.051 -0.234 -0.125 -0.65
C -0.361560 -0.117190 -6.602729 -0.260 -0.260 0.314 -0.61
Cl 0.599719 0.723040 -7.845520 -0.856 -0.621 -0.485 0.60
H -2.223056 0.863026 -7.158096 0.216 0.005 0.157 0.07
H -2.261737 0.023613 -5.598803 0.199 0.049 -0.056 0.08
H -0.605388 -1.104443 -7.005543 -0.031 0.196 0.029 0.08
H 0.271627 -0.256377 -5.720890 -0.080 0.185 -0.188 0.07
Cl 7.585420 -4.607001 4.769006 0.026 0.018 -0.035 0.53
C 6.922903 -3.300295 5.782951 -0.132 0.225 0.171 -0.67
C 5.553521 -2.842189 5.307250 -0.047 -0.154 0.340 -0.63
Cl 5.633874 -1.993357 3.742768 0.079 -0.078 -0.003 0.61
H 7.643749 -2.476997 5.788912 -0.172 -0.167 -0.112 0.07
H 6.850080 -3.695470 6.800304 -0.091 0.046 -0.180 0.07
H 5.125875 -2.138460 6.027155 0.125 -0.069 -0.101 0.08
H 4.861405 -3.683455 5.201473 0.216 0.172 -0.066 0.08